Record 1
DFT (the ωB97M-V functional and the def2-TZVPD basis) results for a molecular structure, C23H35N3O6S.

Summary:
Orbital gap (eV): 8.59
Energy relative to the best compared isomer or geometry (same formula, charge and spin) (kJ/mol): 2030.4
DFT total energy (eV): -51989.997

XYZ file:
```
68
Properties=species:S:1:pos:R:3:lowdin_charge:R:1
C 1.255 -0.980 -5.890 -0.046
C 1.955 -1.307 -4.603 -0.312
H 3.013 -1.266 -4.710 0.124
H 1.730 -2.400 -4.404 0.147
O 1.549 -0.460 -3.723 0.096
C 0.640 -0.792 -2.999 -0.678
O 0.043 -1.719 -3.268 0.153
N 0.257 0.015 -1.937 0.012
C 1.132 1.137 -1.658 -0.226
H 1.525 1.179 -0.604 0.126
C 0.473 2.339 -1.727 -0.179
H 0.117 2.457 -2.902 0.179
H 0.899 3.471 -1.661 0.182
C -0.854 2.484 -0.967 -0.354
N -0.808 2.731 0.339 0.114
C -1.358 3.620 0.966 -0.370
O -2.380 4.341 0.372 -0.091
C -1.206 3.884 2.465 -0.272
C 0.003 3.553 3.299 -0.160
C 0.505 2.067 3.442 -0.125
H 0.585 1.539 2.454 0.092
C -0.597 1.225 4.058 -0.349
C -2.019 1.534 3.383 -0.187
C -2.201 3.059 3.282 -0.230
H -3.562 3.106 2.890 0.200
H -2.477 3.510 4.371 0.142
H -2.036 1.376 2.140 0.147
H -2.930 0.973 3.921 0.151
C -0.361 -0.176 4.061 -0.339
N -0.267 -0.762 2.851 -0.145
S 1.160 -1.059 2.265 0.739
O 1.375 0.105 1.260 -0.414
O 2.130 -1.229 3.303 -0.244
C 0.929 -2.320 1.010 -0.251
C 1.615 -2.380 -0.167 -0.109
C 1.397 -3.504 -0.830 0.000
C 0.233 -4.415 -0.697 -0.204
C 0.060 -4.341 0.592 -0.131
C 0.100 -3.431 1.487 -0.032
H -0.270 -3.511 2.455 0.108
H -0.773 -5.031 0.797 0.151
O 0.284 -5.445 -1.579 -0.050
C 0.419 -5.264 -3.014 0.005
H -0.180 -5.925 -3.579 0.098
H 0.069 -4.372 -3.330 0.049
H 1.386 -5.270 -3.011 0.038
H 1.873 -3.265 -1.975 0.172
H 2.299 -1.413 -0.342 0.181
H -1.106 -0.617 2.244 0.162
H -1.208 -0.804 4.633 0.177
H 0.406 -0.374 4.714 0.099
H -0.967 1.661 5.131 0.196
H 1.116 2.092 4.242 0.086
H 0.941 4.121 2.530 0.184
H 0.172 4.251 4.152 0.117
H -1.287 4.941 2.756 0.148
H -0.006 2.275 0.763 0.154
C -1.607 1.175 -1.348 -0.057
H -2.012 1.189 -2.241 0.061
C -0.558 0.168 -0.977 -0.278
H -0.581 -0.008 -0.064 0.021
H -1.268 -0.864 -1.320 0.219
H -2.620 1.202 -0.611 0.189
H -1.381 3.303 -1.498 0.158
H 2.095 1.296 -2.354 0.188
H 1.389 0.089 -6.220 0.099
H 1.506 -1.586 -6.830 0.108
H 0.246 -1.177 -5.590 0.065
```



Record 2
DFT (the ωB97M-V functional and the def2-TZVPD basis) results for 11 unconnected molecules or ions with the total composition C23H36Cl20N2O2.

Summary:
Orbital gap (eV): 8.32
SMILES: CCCNc1ccc2c(c1)C(=O)N(CC)C2=O.ClCCl.ClCCl.ClCCl.ClCCl.ClCCl.ClCCl.ClCCl.ClCCl.ClCCl.ClCCl
DFT total energy (eV): -281959.643

XYZ file:
```
83
Properties=species:S:1:pos:R:3:lowdin_charge:R:1
C -2.079 3.573 -0.786 -0.103
C -0.832 3.384 -1.642 -0.250
C -0.715 2.003 -2.269 -0.207
N -0.571 0.885 -1.322 0.026
C 0.197 1.115 -0.172 -0.322
C 1.531 1.517 -0.318 -0.139
C 2.322 1.770 0.796 -0.023
C 1.759 1.578 2.046 -0.097
C 0.458 1.136 2.197 -0.058
C -0.355 0.905 1.100 0.039
C 0.170 1.013 3.673 -0.354
O -0.862 0.755 4.228 0.092
N 1.382 1.316 4.286 0.044
C 1.748 0.779 5.593 -0.193
C 3.059 -0.017 5.591 -0.075
C 2.351 1.783 3.399 -0.375
O 3.401 2.278 3.689 0.139
H -2.980 3.672 -1.389 0.040
H -2.183 2.840 0.012 0.065
H -1.957 4.540 -0.291 0.022
H -0.925 4.088 -2.475 0.094
H 0.068 3.699 -1.117 0.089
H 0.086 1.988 -3.011 0.105
H -1.629 1.813 -2.833 0.120
H -1.458 0.459 -1.101 0.118
H 1.922 1.674 -1.313 0.116
H 3.344 2.119 0.735 0.127
H -1.380 0.571 1.195 0.043
H 0.963 0.146 5.994 0.028
H 1.870 1.610 6.288 0.122
H 3.354 -0.370 4.605 0.081
H 3.866 0.607 5.966 0.072
H 3.005 -0.885 6.247 0.060
Cl -3.784 -3.296 3.845 0.523
C -3.316 -1.590 3.850 -1.003
Cl -2.996 -0.995 2.220 0.568
H -4.123 -1.008 4.278 0.033
H -2.418 -1.479 4.440 -0.042
Cl -0.077 -4.916 5.614 0.521
C 0.727 -3.473 6.236 -0.994
Cl -0.023 -1.987 5.632 0.625
H 0.663 -3.476 7.317 0.028
H 1.763 -3.487 5.918 0.025
Cl -4.983 -7.454 2.650 0.501
C -4.786 -6.110 1.515 -1.080
Cl -4.246 -6.666 -0.075 0.501
H -5.738 -5.602 1.388 -0.085
H -4.048 -5.423 1.911 -0.015
Cl 0.286 6.369 0.985 0.515
C -0.608 7.827 0.533 -1.008
Cl -2.206 7.441 -0.120 0.489
H -0.731 8.445 1.414 0.024
H -0.044 8.358 -0.224 0.024
Cl 3.924 -3.451 -1.201 0.504
C 2.326 -2.864 -0.698 -0.986
Cl 2.316 -1.120 -0.410 0.649
H 1.617 -3.085 -1.488 0.000
H 2.042 -3.370 0.216 0.028
Cl -6.086 -1.832 -1.752 0.510
C -6.614 -3.483 -1.417 -0.997
Cl -6.647 -3.823 0.320 0.572
H -7.613 -3.618 -1.813 0.026
H -5.922 -4.173 -1.886 0.021
Cl 0.865 -3.746 -5.095 0.509
C 2.215 -2.695 -4.641 -1.042
Cl 1.674 -1.307 -3.688 0.521
H 2.914 -3.267 -4.041 -0.045
H 2.698 -2.335 -5.541 -0.068
Cl 7.903 -5.640 -3.254 0.511
C 7.020 -4.158 -3.631 -1.020
Cl 5.413 -4.496 -4.286 0.509
H 6.906 -3.579 -2.722 0.017
H 7.581 -3.596 -4.368 0.025
Cl -3.578 5.226 -3.908 0.522
C -4.620 6.514 -3.293 -1.002
Cl -4.757 6.443 -1.536 0.491
H -4.195 7.469 -3.579 0.027
H -5.609 6.400 -3.719 0.024
Cl 2.370 -0.006 -7.840 0.517
C 4.096 -0.355 -7.965 -1.004
Cl 4.499 -1.919 -7.242 0.537
H 4.375 -0.376 -9.011 0.025
H 4.646 0.418 -7.442 0.026
```



Record 3
DFT (the ωB97M-V functional and the def2-TZVPD basis) results for a molecular structure, C23H36N2O3PRhSTe.

Summary:
Orbital gap (alpha / beta) (eV): 5.14 / 6.09
Net charge: -2
Energy relative to the best compared isomer or geometry (same formula, charge and spin) (kJ/mol): 12.5
Multiplicity: 5
DFT total energy (eV): -63983.985

XYZ file:
```
68
Properties=species:S:1:pos:R:3:mulliken_spin:R:1
Rh -0.179 -0.903 -0.208 2.309
C 4.971 -4.594 -2.165 -0.002
C 3.731 -3.865 -2.642 -0.008
O 3.727 -2.557 -2.110 0.000
P 2.478 -1.826 -1.337 0.024
O 3.047 -0.773 -0.479 0.014
Te 1.084 -3.483 -0.337 0.060
O 1.713 -1.116 -2.578 -0.001
C 1.145 -1.893 -3.632 -0.021
C -0.135 -1.234 -4.092 0.014
H 5.052 -5.571 -2.648 -0.001
H 4.923 -4.738 -1.085 0.000
H 5.866 -4.013 -2.394 0.000
H 2.832 -4.406 -2.327 0.008
H 3.719 -3.800 -3.737 0.002
H 0.940 -2.910 -3.278 -0.001
H 1.882 -1.947 -4.442 0.001
H -0.851 -1.202 -3.272 -0.010
H -0.576 -1.806 -4.912 0.001
H 0.058 -0.217 -4.435 0.000
C -2.398 -1.308 4.910 0.001
C -0.960 -0.912 4.542 0.002
C -0.672 0.495 5.088 0.001
C 0.017 -1.908 5.185 0.000
C -0.794 -0.921 3.082 -0.054
C -0.661 -0.923 1.871 0.166
H -2.536 -1.299 5.998 0.000
H -2.622 -2.306 4.533 0.000
H -3.107 -0.614 4.458 0.000
H -0.784 0.519 6.178 -0.001
H -1.359 1.218 4.645 0.001
H 0.343 0.798 4.829 0.001
H -0.071 -1.887 6.278 0.000
H 1.042 -1.661 4.906 0.000
H -0.189 -2.919 4.833 0.000
S -4.708 -2.499 -1.726 0.008
C -3.144 -2.067 -1.406 0.005
N -2.033 -1.779 -1.211 0.031
C 2.035 1.890 1.145 0.003
C 1.838 2.747 -0.108 0.045
C 2.346 2.073 -1.382 0.018
C 0.412 3.224 -0.274 0.172
C 0.155 4.584 -0.228 -0.120
C -1.123 5.099 -0.401 0.192
C -2.173 4.218 -0.630 -0.125
C -1.987 2.847 -0.679 0.148
C -3.194 1.968 -0.914 0.043
C -3.059 1.134 -2.188 0.017
C -3.543 1.129 0.318 0.019
C -0.668 2.310 -0.490 0.018
N -0.455 0.991 -0.483 1.025
H 3.078 1.577 1.226 0.000
H 1.426 0.986 1.129 0.008
H 1.763 2.463 2.036 -0.004
H 2.436 3.659 0.035 -0.001
H 1.738 1.210 -1.645 -0.001
H 3.365 1.706 -1.245 0.002
H 2.328 2.786 -2.212 -0.006
H 0.988 5.259 -0.055 -0.003
H -1.298 6.168 -0.362 0.019
H -3.178 4.605 -0.770 -0.003
H -4.033 2.658 -1.076 -0.001
H -2.214 0.453 -2.119 0.003
H -2.913 1.786 -3.055 -0.006
H -3.957 0.532 -2.343 0.000
H -2.727 0.469 0.604 -0.014
H -4.420 0.510 0.119 0.000
H -3.757 1.785 1.166 -0.004
```